Computed, not measured: C3H9NOPSSr as an isolated structure at a distorted geometry, with ωB97M-V with the def2-TZVPD basis set.

Geometry as XYZ:
```
17
Properties=species:S:1:pos:R:3:forces:R:3
C -1.20390 1.44231 1.62728 0.646 0.123 0.113
C -2.20525 0.13861 1.65415 -0.580 1.421 -0.890
S -1.31084 -1.44557 1.08086 0.522 0.802 -0.036
C 0.13095 -0.79557 0.05330 1.016 2.012 -0.345
N 0.80725 -1.83878 -0.80808 2.222 3.809 -3.235
P 1.96008 -0.87262 -1.82861 -3.298 -7.548 12.920
O 3.45879 -0.96164 -1.33110 -2.956 1.422 -3.815
H -0.09882 1.18871 2.00030 -2.549 0.363 -0.734
H -1.10392 1.78574 0.48962 -0.290 -0.468 2.666
H -1.56286 2.33372 2.33120 0.494 -1.986 -1.791
H -3.03896 0.32359 0.82751 1.653 -0.300 1.951
H -2.75851 -0.01494 2.69071 1.542 0.038 -2.205
H -0.30963 0.03493 -0.68213 0.711 -1.268 1.731
H 0.98542 -0.31435 0.72887 -2.235 -0.794 -0.996
H 1.57594 0.54464 -1.83014 0.040 -0.188 -1.001
H 1.91179 -1.47516 -3.13902 -1.492 -2.050 1.360
Sr 2.76247 -0.07361 -3.86473 4.552 4.611 -5.692
```
Positions in Å, forces in eV/Å.

Calculated values
Total charge: +1
LUMO level (eV): -6.20
HOMO (eV): -10.52
Electronic energy (Ha): -1019.4327
HOMO-LUMO gap (Ha): 0.159

Computed, not measured: the molecule C3H9NOS at a distorted geometry, with ωB97M-V with the def2-TZVPD basis set.

Geometry as XYZ:
```
15
Properties=species:S:1:pos:R:3:forces:R:3
O -2.18608 -2.18587 -0.45669 0.898 0.493 -0.835
C -1.62713 -0.95002 -0.87506 1.127 0.293 0.992
N -0.78409 -0.51198 0.27256 -0.695 0.835 -0.481
C -0.52342 0.95173 0.11386 0.599 -0.613 2.178
C 0.72642 1.46833 0.88383 -0.461 -2.415 2.162
S 2.23305 0.71711 0.07920 -0.199 0.879 0.302
H -1.42027 -2.57388 -0.00217 -0.409 -0.481 -0.186
H -0.86550 -0.88142 -1.65783 -0.270 -1.230 -0.711
H -2.40452 -0.27905 -1.24549 -0.491 0.029 0.734
H -1.25272 -0.87226 1.10820 0.099 1.153 0.071
H -0.15083 1.00535 -0.87869 -0.695 0.621 -1.378
H -1.39442 1.56527 0.40571 0.199 -0.139 -0.646
H 0.72261 2.55192 1.06445 0.443 -0.307 -0.821
H 0.69477 1.03440 1.95749 0.035 0.643 -1.582
H 1.70736 -0.50989 -0.09760 -0.181 0.238 0.201
```
Positions in Å, forces in eV/Å.

Calculated values
SMILES: OCNCCS
LUMO level (eV): 0.89
HOMO (eV): -9.00
Electronic energy (Ha): -647.8321
HOMO-LUMO gap (Ha): 0.363
Energy relative to the best compared isomer or geometry (same formula, charge and spin) (eV): 1.7960

Computed, not measured: a 2-piece molecular cluster, C3H9NOS overall at a distorted geometry, with ωB97M-V with the def2-TZVPD basis set.

Geometry as XYZ:
```
15
Properties=species:S:1:pos:R:3:forces:R:3
N -1.49214 -2.32055 0.33599 0.453 0.091 -0.469
C -2.39025 -3.38463 0.47575 -0.422 1.342 0.018
O -3.26740 -3.49143 1.28676 0.523 -0.415 0.482
H -1.63548 -1.85140 -0.54891 0.493 -0.233 -0.108
H -1.15088 -1.68541 1.04540 -0.877 -0.308 0.369
H -2.25379 -4.06681 -0.36002 -0.168 -0.471 -0.291
C 1.33940 1.94875 0.77478 1.280 0.881 -0.030
C 1.77651 1.76810 -0.68157 -1.430 -0.969 -0.414
S 0.71724 2.63811 -1.93333 1.177 0.989 0.502
H 1.99322 2.76871 1.06422 -0.316 0.346 0.706
H 0.31813 2.23842 1.02441 -0.001 -0.279 -0.524
H 1.67222 1.11614 1.38704 -0.160 -0.303 0.020
H 1.58675 0.75363 -1.02694 0.505 -0.232 0.294
H 2.84744 1.96555 -0.77105 -0.345 0.225 -0.343
H -0.06097 1.60280 -2.07252 -0.711 -0.667 -0.211
```
Positions in Å, forces in eV/Å.

Calculated values
SMILES: NC=O.CCS
LUMO level (eV): 0.39
HOMO (eV): -9.26
Electronic energy (Ha): -647.8512
HOMO-LUMO gap (Ha): 0.355
Energy relative to the best compared isomer or geometry (same formula, charge and spin) (eV): 1.2755

Computed, not measured: the molecule C3H9NS at a distorted geometry, with ωB97M-V with the def2-TZVPD basis set.

Geometry as XYZ:
```
14
Properties=species:S:1:pos:R:3:forces:R:3
N -2.13835 -0.51179 -0.50652 0.267 -0.244 -0.493
C -0.66196 -0.61533 -0.51782 -0.779 -0.228 0.796
C -0.07827 0.26404 0.58408 0.223 1.619 -1.463
C 1.41451 0.02733 0.76242 1.082 -0.789 0.387
S 2.73372 1.08590 -0.03391 -1.538 0.379 -0.213
H -2.46851 -1.21654 -1.16158 -0.229 0.008 0.205
H -2.42844 0.36369 -0.93034 0.074 0.138 0.126
H -0.26706 -0.44278 -1.52737 0.427 0.073 0.359
H -0.43407 -1.62898 -0.18390 0.026 -0.239 -0.452
H -0.71754 0.19558 1.46558 0.446 -0.386 0.178
H -0.18525 1.30310 0.25256 -0.222 0.170 0.127
H 1.75095 0.04431 1.80086 -0.466 -0.333 -0.029
H 1.62274 -0.95021 0.31606 0.160 -0.066 0.480
H 1.85754 2.08169 -0.32013 0.528 -0.103 -0.008
```
Positions in Å, forces in eV/Å.

Calculated values
SMILES: NCCCS
LUMO level (eV): 1.03
HOMO (eV): -8.98
Electronic energy (Ha): -572.6180
HOMO-LUMO gap (Ha): 0.368
Energy relative to the best compared isomer or geometry (same formula, charge and spin) (eV): 0.6012

Q: What is the LUMO level in the second record?
A: 0.89 eV